(1)
This record from the Open Molecules 2025 dataset describes a molecular structure, C6H13AuO3. The level of theory is wB97M-V/def2-TZVPD.

Each line ends with the Mulliken spin population.
Cartesian coordinates (Å):
C (-2.55350, 2.71600, 0.11766)  0.226
O (-1.90134, 2.39866, -1.00565)  0.357
C (-0.49737, 2.12497, -0.92812)  0.001
C (-0.25983, 0.63383, -0.94184)  0.011
O (-0.91648, -0.02473, 0.15439)  0.127
Au (-2.50758, 0.45558, 0.75048)  1.299
H (-1.97175, 3.16783, 0.93290)  0.024
H (-3.58412, 3.03472, -0.06425)  0.013
H (-0.06601, 2.59537, -0.03439)  -0.005
H (-0.03883, 2.56558, -1.82034)  0.010
H (0.82428, 0.49078, -0.87437)  0.006
H (-0.66073, 0.18089, -1.85719)  -0.007
C (-0.19587, -0.96499, 0.95200)  0.382
C (0.97253, -1.77881, 1.32614)  0.131
O (1.11346, -1.74860, -0.26980)  0.157
C (2.26541, -2.42896, -0.69458)  0.043
H (-0.92331, -1.51084, 1.58387)  0.029
H (0.70621, -0.15102, 1.38638)  0.100
H (0.54055, -2.45908, 2.08559)  0.022
H (2.23957, -2.46876, -1.78887)  0.026
H (3.17363, -1.89454, -0.37176)  0.000
H (2.27293, -3.46301, -0.31193)  0.002
H (1.96816, -1.47088, 1.67367)  0.043

Spin multiplicity ... 4
Charge ... +3
HOMO level (spin up / spin down) ... -0.801 / -0.831 hartree
E ... -16218.8236 eV
M ... 330.13 g mol⁻¹
Strongest force on any atom ... 10.76 eV/Å
⟨S²⟩ ... 3.76
Kohn-Sham gap (spin up / spin down) ... 8.0 / 5.1 eV

(2)
This record from the Open Molecules 2025 dataset describes 2 unconnected molecules or ions with the total composition C2H6NS. The level of theory is wB97M-V/def2-TZVPD.

Each line ends with the Mulliken spin population.
Cartesian coordinates (Å):
S (-1.88753, 0.37899, -2.27532)  0.999
H (-1.16403, 1.53054, -2.14490)  -0.020
C (0.41062, 0.57188, 1.13377)  0.004
C (0.41157, -1.34927, -0.15380)  -0.009
N (1.01139, -0.76123, 0.82628)  0.016
H (0.06706, 1.05954, 0.20332)  -0.002
H (-0.46288, 0.39356, 1.75384)  -0.001
H (1.17486, 1.21348, 1.56737)  0.001
H (0.98830, -2.16328, -0.57980)  -0.002
H (-0.54937, -0.87422, -0.33075)  0.013

Spin multiplicity ... 2
HOMO level (spin up / spin down) ... -0.356 / -0.357 hartree
E ... -14493.5749 eV
M ... 76.14 g mol⁻¹
Strongest force on any atom ... 3.52 eV/Å
⟨S²⟩ ... 0.75
Kohn-Sham gap (spin up / spin down) ... 10.5 / 7.1 eV

(3)
This record from the Open Molecules 2025 dataset describes 2 unconnected molecules or ions with the total composition CH2BrNO. The level of theory is wB97M-V/def2-TZVPD.

Each line ends with the Mulliken charge.
Cartesian coordinates (Å):
C (-1.43969, 0.93769, 0.06146)  0.243
N (1.43526, -0.86691, 0.03046)  -0.405
O (-0.86701, -0.07453, 0.11425)  -0.239
Br (-3.12165, 1.52769, -0.24674)  -0.031
H (2.09900, -1.52096, 0.40085)  0.205
H (1.89409, -0.00298, -0.36028)  0.227

HOMO level (spin up / spin down) ... -0.299 / -0.399 hartree
E ... -74645.0252 eV
M ... 123.94 g mol⁻¹
Strongest force on any atom ... 3.47 eV/Å
Kohn-Sham gap (spin up / spin down) ... 7.6 / 10.3 eV

(4)
This record from the Open Molecules 2025 dataset describes a molecular structure, C3H5LuO3. The level of theory is wB97M-V/def2-TZVPD.

Each line ends with the Mulliken spin population.
Cartesian coordinates (Å):
H (0.44594, -0.52895, -1.57063)  0.031
C (0.61884, -1.04948, -0.61197)  -0.034
C (-0.55879, -1.28578, 0.27436)  0.738
O (-1.36264, -0.05072, 0.34135)  0.056
C (-0.76700, 1.08912, 0.32113)  0.021
O (-1.71572, 2.02065, 0.34250)  0.018
Lu (2.21850, 1.80330, 0.03263)  0.110
O (1.48725, -0.23978, 0.26029)  0.026
H (1.13970, -2.00620, -0.77092)  0.008
H (1.02243, -0.63602, 1.18478)  -0.018
H (-1.23326, -1.99989, -0.21819)  0.044
H (-1.29525, 2.88373, 0.41467)  -0.001

Spin multiplicity ... 2
Charge ... +1
HOMO level (spin up / spin down) ... -0.407 / -0.401 hartree
E ... -42941.3324 eV
M ... 264.04 g mol⁻¹
Strongest force on any atom ... 4.36 eV/Å
⟨S²⟩ ... 0.77
Kohn-Sham gap (spin up / spin down) ... 7.1 / 4.4 eV

(5)
This record from the Open Molecules 2025 dataset describes a molecular structure, C33H42As4N2OPtS2. The level of theory is wB97M-V/def2-TZVPD.

Each line ends with the Mulliken charge.
Cartesian coordinates (Å):
Pt (-0.89393, 1.72576, 0.07856)  1.737
C (2.45313, 0.02151, -0.24234)  -0.777
As (1.48049, 1.69363, -0.08438)  0.104
C (2.26411, 2.66427, -1.56470)  -1.283
C (2.23254, 2.70979, 1.40567)  -1.487
C (1.96859, 2.24907, 2.85839)  3.035
C (2.56610, 0.86598, 3.10426)  -1.217
C (0.47186, 2.24938, 3.20839)  -1.342
As (-0.75048, 0.98800, 2.32799)  0.338
C (-0.32269, -0.78027, 3.01929)  -1.304
C (-2.32174, 1.36258, 3.39181)  -1.334
C (2.67579, 3.29579, 3.74820)  -2.077
As (2.97926, 3.19121, 5.71182)  0.327
C (1.54252, 2.07655, 6.46109)  -1.043
C (4.39659, 1.83058, 5.77532)  -1.121
H (2.56439, -0.48853, 0.70681)  0.442
H (3.44338, 0.22272, -0.65223)  0.433
H (1.88243, -0.61643, -0.91417)  -0.094
H (3.33564, 2.76967, -1.39645)  0.450
H (1.79965, 3.64464, -1.65328)  0.458
H (2.09120, 2.10936, -2.48521)  0.249
H (1.79186, 3.69943, 1.24754)  0.399
H (3.31149, 2.80312, 1.25443)  0.655
H (2.13292, 0.12199, 2.44464)  -0.531
H (2.37166, 0.54027, 4.12526)  0.048
H (3.64762, 0.87192, 2.95162)  0.449
H (0.02665, 3.22269, 2.98331)  0.451
H (0.36188, 2.07680, 4.27867)  0.060
H (0.02010, -0.71230, 4.05130)  0.328
H (0.42304, -1.27592, 2.40310)  0.293
H (-1.24218, -1.36359, 2.97961)  0.504
H (-2.10585, 1.12373, 4.43408)  0.450
H (-3.15755, 0.76731, 3.03274)  0.436
H (-2.58190, 2.41340, 3.28827)  0.386
H (2.18449, 4.26133, 3.59795)  0.490
H (3.69997, 3.42981, 3.38177)  0.574
H (0.59644, 2.61600, 6.44890)  0.317
H (1.81235, 1.90099, 7.50293)  0.395
H (1.42505, 1.11171, 5.96953)  0.209
H (5.19207, 2.11085, 5.08476)  0.318
H (4.04699, 0.82943, 5.53184)  0.305
H (4.81221, 1.82491, 6.78234)  0.389
S (-3.20250, 1.78401, 0.22099)  -0.500
C (-3.55315, 3.33742, -0.50000)  0.218
C (-4.88977, 3.82531, -0.32492)  -0.156
N (-5.97018, 4.18158, -0.15494)  -0.496
C (-2.64369, 4.01333, -1.23101)  0.694
S (-1.01464, 3.44456, -1.47085)  -0.495
C (-2.97521, 5.24600, -1.88580)  -0.219
N (-3.20927, 6.24405, -2.40681)  -0.477
O (-0.56477, -0.99053, -1.08367)  0.335
As (-0.84202, -2.07133, -2.29030)  0.476
C (0.26433, -1.71935, -3.82612)  0.068
C (0.27709, -2.52816, -4.95791)  0.000
C (1.08474, -2.19351, -6.03427)  -0.752
C (1.87487, -1.05209, -5.98303)  -0.532
C (1.85652, -0.24145, -4.85754)  -0.535
C (1.04962, -0.57503, -3.77897)  -0.007
C (-0.49619, -3.89282, -1.76820)  0.340
C (-1.38012, -4.48912, -0.87343)  -0.573
C (-1.14224, -5.77796, -0.42297)  -0.643
C (-0.02344, -6.47232, -0.86586)  -0.444
C (0.85849, -5.87858, -1.75628)  -0.632
C (0.62436, -4.58641, -2.20845)  -0.340
C (-2.67699, -2.02842, -2.84571)  0.313
C (-3.18352, -2.87858, -3.82385)  -0.221
C (-4.51912, -2.78762, -4.18131)  -0.675
C (-5.34221, -1.85386, -3.56132)  -0.465
C (-4.83415, -1.01260, -2.58302)  -0.503
C (-3.49616, -1.09809, -2.22101)  -0.129
H (-0.32781, -3.42585, -5.00316)  0.309
H (1.09658, -2.82238, -6.91482)  0.400
H (2.50117, -0.79213, -6.82634)  0.390
H (2.46478, 0.65340, -4.82428)  0.412
H (0.99550, 0.05662, -2.90008)  -0.126
H (-2.25532, -3.94725, -0.53283)  0.416
H (-1.83053, -6.24235, 0.27106)  0.399
H (0.15938, -7.47998, -0.51582)  0.387
H (1.73052, -6.41959, -2.09997)  0.398
H (1.31719, -4.12305, -2.90035)  0.407
H (-2.55164, -3.62198, -4.29591)  0.233
H (-4.92038, -3.44516, -4.94142)  0.401
H (-6.38414, -1.78405, -3.84579)  0.378
H (-5.47124, -0.28232, -2.10100)  0.473
H (-3.08290, -0.43145, -1.47221)  0.052

HOMO level ... -0.259 hartree
E ... -308201.8514 eV
M ... 1041.61 g mol⁻¹
Strongest force on any atom ... 0.52 eV/Å
Kohn-Sham gap ... 7.3 eV

(6)
This record from the Open Molecules 2025 dataset describes 2 unconnected molecules or ions with the total composition CFN4S. The level of theory is wB97M-V/def2-TZVPD.

Each line ends with the Mulliken charge.
Cartesian coordinates (Å):
C (-0.71803, -0.26784, 0.01084)  0.519
N (-0.16240, -1.41125, 0.48866)  -0.309
N (1.08977, -1.33684, 0.16127)  -0.139
N (1.34282, -0.24308, -0.42043)  -0.358
N (0.31923, 0.44779, -0.57337)  0.120
F (0.33235, 2.38517, 0.39650)  -0.614
S (-2.20375, 0.42607, -0.06346)  -0.218

Charge ... -1
HOMO level (spin up / spin down) ... -0.176 / -0.177 hartree
E ... -20546.3345 eV
M ... 119.10 g mol⁻¹
Strongest force on any atom ... 5.54 eV/Å
Kohn-Sham gap (spin up / spin down) ... 5.6 / 5.7 eV

(7)
This record from the Open Molecules 2025 dataset describes 2 unconnected molecules or ions with the total composition C3H8. The level of theory is wB97M-V/def2-TZVPD.

Each line ends with the Mulliken charge.
Cartesian coordinates (Å):
C (-2.21183, -0.39190, 1.10360)  -0.439
C (-1.95106, 0.85919, 0.71338)  -0.476
H (-1.87015, -0.69546, 2.08197)  0.223
H (-2.73788, -1.06922, 0.44806)  0.230
H (-1.21724, 1.41756, 1.27740)  0.223
H (-2.36128, 1.24308, -0.20188)  0.241
C (2.44717, -0.26020, -1.07423)  -0.919
H (3.48379, -0.06185, -1.35405)  0.254
H (2.38975, -0.45877, -0.00805)  0.220
H (2.18811, -1.17036, -1.61427)  0.231
H (1.84061, 0.58793, -1.37195)  0.213

SMILES ... C=C.C
HOMO level ... -0.370 hartree
E ... -3239.5921 eV
M ... 44.10 g mol⁻¹
Strongest force on any atom ... 1.29 eV/Å
Kohn-Sham gap ... 11.2 eV

(8)
This record from the Open Molecules 2025 dataset describes a molecular structure, C10H8BaF17O2. The level of theory is wB97M-V/def2-TZVPD.

Each line ends with the Mulliken charge.
Cartesian coordinates (Å):
Ba (-13.04659, 10.97256, -7.30508)  1.792
F (-13.08942, 11.55036, -9.32502)  -0.910
C (-12.55197, 9.91144, -10.86713)  0.041
C (-11.27224, 9.50007, -11.65838)  0.867
C (-10.51915, 10.81464, -11.84329)  0.135
F (-9.33095, 10.60802, -12.37263)  -0.291
F (-11.15680, 11.72471, -12.56476)  -0.198
F (-10.44248, 8.55941, -11.10008)  -0.325
F (-11.64377, 9.12045, -12.88133)  -0.291
O (-13.38737, 8.68703, -10.88700)  -0.318
C (-14.26816, 8.28053, -9.83332)  0.896
C (-15.41655, 9.24064, -9.30530)  2.500
F (-16.32744, 9.45985, -10.22667)  -0.333
F (-15.97262, 8.87100, -8.19105)  -0.330
F (-14.94187, 7.17081, -10.25930)  -0.282
F (-13.62930, 7.98365, -8.69533)  -0.290
H (-13.16848, 10.70889, -11.28198)  0.075
H (-12.31650, 10.03381, -9.80992)  -0.149
H (-10.22656, 11.16114, -10.85212)  0.269
H (-15.07005, 10.24631, -9.06728)  -1.670
C (-15.31073, 12.62675, -9.45618)  -0.362
C (-14.61709, 13.29371, -10.65161)  0.645
C (-14.10292, 12.20965, -11.60572)  1.654
F (-15.10769, 11.44301, -12.17787)  -0.268
F (-13.30607, 12.64312, -12.56703)  -0.297
F (-15.53063, 14.07288, -11.23774)  -0.321
F (-13.85345, 14.16832, -10.00007)  -0.333
O (-16.57057, 12.07119, -9.80038)  -0.353
C (-17.41677, 11.49275, -8.85604)  0.773
C (-18.55283, 10.72788, -9.57380)  0.336
F (-19.17477, 10.03777, -8.64757)  -0.293
F (-19.41248, 11.43315, -10.24767)  -0.255
F (-16.65159, 10.69500, -8.02297)  -0.278
F (-17.93528, 12.48653, -8.18388)  -0.304
H (-15.38853, 13.32985, -8.62691)  0.815
H (-14.64157, 11.84767, -9.09102)  -0.905
H (-13.67523, 11.45255, -10.94848)  -0.725
H (-18.12477, 9.91701, -10.16317)  0.285

Charge ... +1
HOMO level ... -0.521 hartree
E ... -61473.6490 eV
M ... 620.47 g mol⁻¹
Strongest force on any atom ... 5.60 eV/Å
Kohn-Sham gap ... 8.9 eV

(9)
This record from the Open Molecules 2025 dataset describes a molecular structure, C6H10CsO6. The level of theory is wB97M-V/def2-TZVPD.

Each line ends with the Mulliken charge.
Cartesian coordinates (Å):
O (2.66306, 0.01214, 0.78115)  -0.609
C (1.76617, -0.27067, 1.58125)  0.811
O (0.72920, 0.50713, 1.84497)  -0.337
C (0.12656, 1.30895, 0.79617)  -0.551
C (-1.32769, 0.92381, 0.61790)  -0.560
C (-1.58593, -0.51218, 0.15825)  -0.725
C (-0.74395, -0.99545, -1.00427)  -0.520
O (-0.92296, -0.10975, -2.11757)  -0.296
C (-0.17674, -0.33746, -3.18187)  0.673
O (0.62699, -1.23062, -3.30770)  -0.547
O (-0.46802, 0.56480, -4.11034)  -0.434
H (0.71963, 1.16922, -0.11311)  0.392
H (0.21567, 2.34635, 1.13769)  0.318
H (-1.73951, 1.63787, -0.10987)  0.353
H (-1.86416, 1.09514, 1.56222)  0.356
H (-2.65124, -0.61467, -0.09268)  0.354
H (-1.40021, -1.20980, 0.98855)  0.343
H (-1.05020, -2.00596, -1.30408)  0.454
H (0.32599, -1.02609, -0.75888)  0.286
H (0.03225, 0.36900, -4.91314)  0.369
Cs (1.01449, -0.63693, 6.53848)  0.994
O (2.33453, -0.61285, 2.72297)  -0.577
H (3.37605, -0.37196, 2.28390)  0.453

Charge ... +1
HOMO level ... -0.465 hartree
E ... -19210.6044 eV
M ... 311.05 g mol⁻¹
Strongest force on any atom ... 7.08 eV/Å
Kohn-Sham gap ... 8.7 eV